# 1
{
  "formula": "C24H27N9O3Ti",
  "method": "ωB97M-V/def2-TZVPD",
  "elements": ["Ti", "C", "O", "C", "C", "C", "C", "C", "C", "N", "N", "C", "O", "C", "C", "C", "C", "C", "C", "C", "O", "H", "H", "H", "H", "H", "H", "H", "H", "H", "H", "H", "H", "N", "C", "N", "C", "N", "C", "C", "N", "C", "C", "N", "H", "H", "H", "H", "H", "N", "C", "C", "C", "N", "H", "H", "H", "H", "H", "H", "H", "H", "H", "H"],
  "xyz": [[0.35691, 0.22484, 0.02547], [1.18144, 4.19423, 0.53156], [0.04227, 4.66840, -0.20529], [-0.37099, 3.98226, -1.27765], [-1.15466, 4.64606, -2.19466], [-1.66889, 4.00047, -3.32585], [-1.38163, 2.67047, -3.53431], [-0.61481, 1.96696, -2.59754], [-0.25795, 0.56648, -2.86494], [0.20928, -0.14477, -1.93692], [0.77121, -1.42103, -2.19242], [1.63382, -1.68809, -1.24013], [1.93525, -0.87704, -0.26806], [2.29337, -3.03358, -1.25213], [2.01072, -3.98863, -2.22113], [2.63027, -5.23172, -2.16864], [3.53265, -5.51997, -1.14801], [3.81830, -4.56368, -0.18569], [3.19627, -3.31887, -0.24146], [-0.10782, 2.61177, -1.45158], [0.61921, 1.97068, -0.55336], [1.56786, 5.06293, 1.05305], [1.94112, 3.80028, -0.14222], [0.90442, 3.42464, 1.24294], [-1.35587, 5.69590, -2.00589], [-2.27323, 4.55119, -4.03561], [-1.74409, 2.15232, -4.41847], [-0.32825, 0.15570, -3.86997], [1.31062, -3.74590, -3.01120], [2.41129, -5.97618, -2.92569], [4.01486, -6.49086, -1.10724], [4.52560, -4.77978, 0.60701], [3.41368, -2.55489, 0.49320], [-3.45857, 1.86250, 1.33073], [-2.84661, 1.25148, 0.33378], [-1.60693, 0.98272, 0.69169], [-1.50693, 1.51506, 1.96729], [-2.63241, 2.04362, 2.39815], [-0.22078, 1.51818, 2.63373], [0.01899, 2.19696, 3.81796], [1.21443, 2.33661, 4.37276], [2.24450, 1.75485, 3.64976], [2.05049, 1.06894, 2.50259], [0.80639, 0.87478, 1.94375], [-4.40308, 2.20238, 1.36465], [-3.30959, 1.03199, -0.61852], [-0.82614, 2.65898, 4.32486], [3.24741, 1.87575, 4.04228], [2.88273, 0.62337, 1.97503], [0.48465, -2.02742, 1.96337], [-0.65316, -2.56288, 2.71045], [-1.64438, -3.20270, 1.75734], [-2.30409, -2.24711, 0.77495], [-1.37858, -1.70342, -0.24319], [1.00189, -2.77417, 1.51097], [1.13604, -1.54898, 2.57216], [-1.13848, -1.72569, 3.21971], [-0.36748, -3.28023, 3.48167], [-2.43614, -3.67403, 2.34387], [-1.14955, -4.01103, 1.19950], [-2.72854, -1.40797, 1.33131], [-3.13417, -2.76167, 0.29150], [-1.91032, -1.28740, -0.99816], [-0.85843, -2.45682, -0.68086]],
  "lowdin_charge": [1.02, -0.03, -0.05, -0.24, 0.00, -0.09, -0.07, -0.14, -0.05, -0.13, 0.10, -0.45, -0.15, -0.16, -0.03, -0.08, -0.09, -0.07, -0.03, -0.25, -0.20, 0.10, 0.10, 0.07, 0.12, 0.10, 0.11, 0.14, 0.11, 0.10, 0.10, 0.10, 0.11, 0.03, -0.14, 0.05, -0.30, 0.13, -0.24, -0.13, 0.04, -0.16, -0.15, -0.08, 0.16, 0.14, 0.11, 0.09, 0.11, 0.01, -0.26, -0.20, -0.24, -0.01, 0.07, 0.07, 0.11, 0.11, 0.11, 0.12, 0.10, 0.11, 0.07, 0.08],
  "gap_ev": [5.37, 7.96],
  "multiplicity": 3,
  "charge": 0,
  "homo_ev": [-5.3, -7.9],
  "s_squared": 2.021
}

# 2
{
  "formula": "C24H28BrDyF4N2Si",
  "method": "ωB97M-V/def2-TZVPD",
  "elements": ["Dy", "C", "N", "C", "C", "C", "N", "C", "C", "F", "C", "F", "C", "C", "F", "C", "F", "H", "H", "H", "H", "H", "H", "H", "H", "H", "H", "H", "Br", "C", "C", "C", "C", "C", "C", "C", "C", "C", "C", "H", "H", "H", "H", "H", "H", "C", "Si", "C", "C", "C", "H", "H", "H", "H", "H", "H", "H", "H", "H", "H", "H"],
  "xyz": [[0.25753, 0.29643, 0.10335], [-1.38774, -0.70497, 2.87894], [-1.51967, 0.28501, 1.77914], [-1.15572, 1.60577, 2.30955], [-2.88330, 0.06884, 1.17290], [-2.71454, -1.10297, 0.20123], [-1.66270, -0.87434, -0.75983], [-1.64349, -1.55335, -1.94057], [-0.39633, -1.47347, -2.65116], [0.59073, -0.68913, -2.17048], [-0.10986, -2.14644, -3.76031], [1.15564, -2.04530, -4.16732], [-1.08926, -2.94245, -4.41659], [-2.32663, -2.96362, -3.79675], [-3.24660, -3.71157, -4.40524], [-2.59996, -2.34810, -2.59730], [-3.82327, -2.41077, -2.07703], [-1.95110, -0.36756, 3.71889], [-0.39713, -0.64559, 3.20155], [-1.67001, -1.71106, 2.59404], [-1.81441, 1.90147, 3.11254], [-1.29937, 2.29601, 1.47674], [-0.10111, 1.65342, 2.71540], [-3.18719, 0.95457, 0.65127], [-3.68452, -0.10411, 1.87521], [-3.69972, -1.40706, -0.21875], [-2.56812, -2.13207, 0.73744], [-0.90427, -3.55469, -5.25883], [0.46495, -2.83701, 0.62099], [1.91202, -2.72170, 1.91807], [2.16431, -3.84411, 2.56166], [3.23903, -3.91523, 3.40322], [4.01167, -2.80676, 3.65078], [3.68687, -1.55086, 3.07575], [4.33652, -0.30870, 3.30154], [3.94286, 0.86659, 2.70236], [2.92068, 0.83307, 1.82576], [2.20467, -0.31404, 1.49494], [2.59739, -1.49618, 2.13519], [1.61237, -4.72937, 2.33663], [3.52654, -4.74111, 4.00467], [4.91493, -2.83464, 4.30931], [5.09913, -0.27393, 4.04614], [4.45582, 1.86982, 2.83871], [2.80087, 1.78868, 1.29743], [0.32967, 4.60675, -3.07725], [-0.45007, 3.23237, -2.07943], [-1.92702, 3.80799, -1.14359], [-0.92695, 2.03289, -3.36334], [0.72504, 2.42703, -0.81928], [-0.32332, 5.02601, -3.91124], [1.28930, 4.24293, -3.57139], [0.54923, 5.44974, -2.44995], [-2.66137, 4.23711, -1.85963], [-1.66925, 4.50591, -0.33825], [-2.36851, 2.93892, -0.66744], [-1.50608, 2.41417, -4.24269], [-1.55235, 1.27582, -3.04601], [-0.11255, 1.46880, -3.75738], [1.01414, 3.11903, -0.02391], [1.53158, 2.05712, -1.48038]],
  "lowdin_charge": [1.50, -0.08, -0.37, -0.10, -0.15, -0.27, -0.16, -0.20, -0.22, -0.01, -0.23, 0.11, 0.08, -0.23, 0.10, -0.16, 0.08, 0.09, 0.06, 0.07, 0.09, 0.07, 0.11, 0.11, 0.12, 0.12, 0.12, 0.12, 0.87, -0.54, -0.17, -0.08, -0.03, -0.15, -0.03, -0.11, -0.20, -0.24, -0.25, 0.10, 0.10, 0.13, 0.10, 0.13, 0.08, -0.20, 0.34, -0.19, -0.18, -0.43, 0.05, 0.05, 0.00, 0.05, 0.04, 0.00, 0.07, -0.01, 0.03, -0.02, -0.02],
  "gap_ev": [7.69, 7.73],
  "multiplicity": 6,
  "charge": 0,
  "homo_ev": [-7.5, -7.5],
  "s_squared": 9.332
}

# 3
{
  "formula": "C24H28Cl2FeN6O9P2",
  "method": "ωB97M-V/def2-TZVPD",
  "elements": ["Fe", "Cl", "C", "C", "C", "N", "C", "O", "C", "C", "C", "C", "C", "N", "C", "C", "C", "Cl", "N", "C", "O", "C", "C", "C", "C", "C", "N", "H", "H", "H", "H", "H", "H", "H", "H", "H", "H", "C", "C", "O", "P", "O", "O", "O", "P", "O", "O", "O", "H", "H", "H", "H", "H", "H", "H", "N", "C", "C", "N", "C", "C", "H", "H", "H", "H", "H", "H", "H", "H", "H", "H", "H"],
  "xyz": [[-0.21141, -0.80155, -0.09780], [-0.20441, -4.81858, 5.32544], [-0.20871, -4.27474, 3.68437], [-0.44401, -2.93678, 3.41315], [-0.45711, -2.49408, 2.09282], [-0.74669, -1.22137, 1.65383], [-1.72630, -0.49689, 2.25156], [-1.93942, -0.35632, 3.45046], [-2.64715, -0.00743, 1.20180], [-3.91884, 0.47113, 1.50881], [-4.80960, 0.73478, 0.49121], [-4.40529, 0.48490, -0.82343], [-3.11637, 0.04589, -1.04703], [-2.23004, -0.17302, -0.07704], [-0.26916, -3.41426, 1.02631], [-0.01094, -4.75230, 1.32102], [0.01957, -5.17175, 2.64115], [0.32816, -6.83883, 2.98850], [-0.42012, -2.82963, -0.21197], [0.05966, -3.34641, -1.35336], [0.42225, -4.50186, -1.57510], [0.11308, -2.29772, -2.41442], [0.47332, -2.63068, -3.71481], [0.41648, -1.68232, -4.71515], [-0.03849, -0.40981, -4.37001], [-0.33240, -0.15018, -3.05089], [-0.22054, -1.03928, -2.05969], [-0.62956, -2.23344, 4.20947], [-4.17383, 0.60450, 2.55122], [-5.80523, 1.10378, 0.69668], [-5.09370, 0.60746, -1.64708], [-2.76245, -0.14267, -2.05380], [0.13551, -5.45260, 0.51416], [0.76899, -3.65270, -3.90803], [0.67485, -1.92011, -5.73763], [-0.17868, 0.35759, -5.11862], [-0.70126, 0.82096, -2.76557], [4.31728, -0.42492, 1.82434], [3.66545, 0.41836, 0.75043], [4.57707, 1.15889, -0.04329], [2.67006, -0.61806, -0.40977], [2.12415, 0.43216, -1.50871], [3.90670, -1.27125, -1.25606], [1.75388, -1.72387, -0.07671], [2.28932, 1.47436, 1.41455], [2.20729, 2.69044, 0.32242], [2.41418, 2.02724, 2.76682], [1.16161, 0.51303, 1.03823], [4.99223, -1.16044, 1.38058], [3.54030, -0.95101, 2.38136], [4.86404, 0.21660, 2.51481], [5.30485, 0.57174, -0.28651], [2.87126, 1.00395, -1.75470], [3.69464, -2.19487, -1.45017], [1.57491, 2.35434, -0.33907], [-0.99882, 4.86312, 0.15128], [-0.55237, 3.94684, 1.25130], [-1.03205, 2.54978, 0.90500], [-0.46750, 2.12239, -0.36188], [-0.93773, 2.96202, -1.43448], [-0.46849, 4.39643, -1.16496], [-0.70240, 5.82045, 0.33734], [-2.02104, 4.83717, 0.11578], [-0.98261, 4.27996, 2.19464], [0.53449, 3.95455, 1.31215], [-2.13525, 2.54294, 0.88813], [-0.68445, 1.86726, 1.67761], [-0.48007, 1.05465, -0.44932], [-2.04014, 2.95014, -1.54338], [-0.48559, 2.66959, -2.38106], [-0.80376, 5.07555, -1.94866], [0.61837, 4.40680, -1.09861]],
  "lowdin_charge": [0.51, 0.64, -0.70, -0.03, -0.19, 0.01, -0.46, 0.06, -0.17, 0.00, -0.05, -0.05, -0.11, 0.07, -0.19, -0.03, -0.69, 0.64, 0.05, -0.48, 0.04, -0.15, 0.02, -0.04, -0.05, -0.14, 0.04, 0.10, 0.12, 0.11, 0.10, 0.11, 0.10, 0.12, 0.11, 0.10, 0.07, -0.05, -0.59, -0.05, 0.56, -0.14, -0.13, -0.22, 0.37, -0.18, -0.27, -0.37, 0.09, 0.10, 0.09, 0.10, 0.10, 0.09, 0.02, 0.06, -0.08, -0.18, -0.08, -0.20, -0.09, 0.18, 0.18, 0.14, 0.12, 0.12, 0.12, 0.07, 0.13, 0.11, 0.13, 0.13],
  "gap_ev": [5.04, 5.07],
  "multiplicity": 1,
  "charge": 0,
  "homo_ev": [-6.1, -6.2]
}

no.,energy (a.u.)
1,-2498.8313
2,-5188.8092
3,-4804.0503